No. 1
DFT (the ωB97M-V functional and the def2-TZVPD basis) results for a cluster of 2 separate species, C2H5P in total.

Geometry (Å):
C1 1.52900 0.55868 0.06380
C2 -1.05736 -0.48834 0.23068
P1 0.25672 0.50159 1.11149
H1 2.33088 1.26072 0.04732
H2 1.13367 0.30330 -1.33144
H3 -0.73977 -1.45841 0.19597
H4 -2.13387 -0.53093 0.54069
H5 -1.31927 -0.14661 -0.85852

## Properties
**E_tot**: -11437.731 eV
**Spin multiplicity**: 3
**Max |F|**: 9.0 eV Å⁻¹
**⟨S²⟩**: 2.01
**HOMO level (alpha / beta)**: -6.53 / -9.23 eV

Atomic partial charges in e from the natural (NBO) method, atoms 1 to 6: C -0.690; C -0.978; P 0.614; H 0.199; H 0.152; H 0.217



No. 2
DFT (the ωB97M-V functional and the def2-TZVPD basis) results for a cluster of 2 separate species, C2H5PS in total.

Geometry (Å):
C1 1.18208 -0.35320 1.49587
C2 -1.28519 1.10303 -1.62396
P1 1.34902 -1.87881 0.86038
S1 -0.19693 0.21267 -2.39955
H1 2.04571 0.27945 1.61941
H2 0.24758 0.06699 1.82580
H3 -0.99048 1.87580 -0.92567
H4 -2.34413 0.95445 -1.78185
H5 -0.00766 -2.26038 0.92957

## Properties
**E_tot**: -22276.437 eV
**Max |F|**: 0.6 eV Å⁻¹
**SMILES**: C=P.C=S
**HOMO level**: -8.90 eV

Atomic partial charges in e from the natural (NBO) method, atoms 1 to 6: C -0.792; C -0.468; P 0.436; S 0.092; H 0.212; H 0.209



No. 3
DFT (the ωB97M-V functional and the def2-TZVPD basis) results for a structure of composition C2H6BBrO4PSTm.

Geometry (Å):
O1 -1.62319 -1.47280 -2.17000
P1 -1.09459 -1.64510 -0.69664
Br1 0.69924 -2.81010 -0.79962
C1 -0.70764 0.15355 -0.20860
O2 0.32439 0.52334 -1.04334
B1 1.50172 0.69252 -0.17401
O3 1.01364 0.90835 1.14007
C2 -0.24286 0.32124 1.26895
O4 -0.06696 -0.85809 1.96912
S1 -1.32067 1.45640 2.22626
H1 -2.24779 -2.17525 -2.41104
H2 -1.58267 0.73038 -0.49538
H3 2.22391 -0.32017 -0.21375
H4 2.14696 1.71351 -0.53556
H5 -0.89764 -1.33150 2.06965
H6 -2.09864 1.87695 1.23256
Tm1 3.97278 2.23679 -1.15868

## Properties
**E_tot**: -130715.388 eV
**Spin multiplicity**: 3
**Max |F|**: 1.7 eV Å⁻¹
**⟨S²⟩**: 2.01
**Total charge**: +2
**HOMO level (alpha / beta)**: -14.74 / -14.74 eV

Atomic partial charges in e from the natural (NBO) method, atoms 1 to 6: O -0.945; P 1.330; Br -0.012; C -0.190; O -0.634; B 0.517



No. 4
DFT (the ωB97M-V functional and the def2-TZVPD basis) results for a structure of composition C2H6BaO3.

Geometry (Å):
O1 0.13595 -1.34831 0.40621
Ba1 -2.29560 -0.41618 0.17563
O2 -0.43206 -0.67866 1.58496
C1 1.43721 -0.84783 0.14156
C2 1.44974 0.59948 -0.30540
H1 2.04606 -0.99589 1.04630
H2 1.82484 -1.50841 -0.64775
H3 1.30847 1.27729 0.54724
H4 2.41681 0.83468 -0.76956
H5 0.66447 0.78662 -1.05368
O3 -4.08380 0.73398 -0.70063
H6 -4.47210 1.56323 -0.42487

## Properties
**E_tot**: -9005.379 eV
**Max |F|**: 1.1 eV Å⁻¹
**HOMO level**: -8.49 eV

Atomic partial charges in e from the Löwdin method, atoms 1 to 6: O -0.478; Ba 2.003; O -0.634; C -0.307; C -0.096; H 0.120



Energy above the lowest of the compared OMol25 structures with the same formula, charge and spin / kJ/mol: 132.2; 141.6; 0.0; 0.0